Record 1
{"formula": "C89H199N12O12", "method": "ωB97M-V/def2-TZVPD", "total_charge": 9, "energy_ha": -5066.4656, "orbital_gap_ev": 3.4, "max_force_ev_per_a": 10.84, "e_homo_ev": -20.656, "relative_energy_kj_mol": 243.41, "elements": ["C", "C", "O", "N", "H", "H", "C", "H", "H", "H", "H", "H", "H", "C", "C", "O", "N", "H", "H", "C", "H", "H", "H", "H", "H", "H", "C", "C", "O", "N", "H", "H", "C", "H", "H", "H", "H", "H", "H", "C", "C", "C", "N", "C", "C", "C", "C", "C", "C", "H", "H", "H", "H", "H", "H", "H", "H", "H", "H", "H", "H", "H", "H", "H", "H", "H", "H", "H", "H", "C", "C", "C", "N", "C", "C", "C", "C", "C", "C", "H", "H", "H", "H", "H", "H", "H", "H", "H", "H", "H", "H", "H", "H", "H", "H", "H", "H", "H", "H", "C", "C", "C", "N", "C", "C", "C", "C", "C", "C", "H", "H", "H", "H", "H", "H", "H", "H", "H", "H", "H", "H", "H", "H", "H", "H", "H", "H", "H", "H", "C", "C", "C", "N", "C", "C", "C", "C", "C", "C", "H", "H", "H", "H", "H", "H", "H", "H", "H", "H", "H", "H", "H", "H", "H", "H", "H", "H", "H", "H", "C", "C", "C", "N", "C", "C", "C", "C", "C", "C", "H", "H", "H", "H", "H", "H", "H", "H", "H", "H", "H", "H", "H", "H", "H", "H", "H", "H", "H", "H", "C", "C", "C", "N", "C", "C", "C", "C", "C", "H", "H", "H", "H", "H", "H", "H", "H", "H", "H", "H", "H", "H", "H", "H", "H", "H", "H", "C", "C", "C", "N", "C", "C", "C", "C", "C", "H", "H", "H", "H", "H", "H", "H", "H", "H", "H", "H", "H", "H", "H", "H", "H", "H", "H", "C", "C", "C", "N", "C", "C", "C", "C", "C", "H", "H", "H", "H", "H", "H", "H", "H", "H", "H", "H", "H", "H", "H", "H", "H", "H", "H", "C", "C", "C", "N", "C", "C", "C", "C", "C", "H", "H", "H", "H", "H", "H", "H", "H", "H", "H", "H", "H", "H", "H", "H", "H", "H", "H", "O", "C", "O", "O", "H", "O", "C", "O", "O", "H", "O", "C", "O", "O", "H"], "xyz": [[26.418, 17.814, 24.636], [24.965, 18.307, 24.878], [24.176, 18.681, 24.055], [24.726, 18.430, 26.325], [24.998, 17.547, 26.765], [25.303, 19.210, 26.606], [23.271, 18.714, 26.650], [26.768, 17.261, 25.520], [27.060, 18.711, 24.563], [26.574, 17.177, 23.759], [22.848, 19.535, 26.081], [23.226, 18.891, 27.727], [22.741, 17.774, 26.424], [22.602, 21.297, 22.135], [21.637, 20.678, 21.021], [21.709, 19.699, 20.332], [20.244, 21.441, 20.939], [19.772, 21.354, 21.828], [20.368, 22.446, 20.826], [19.323, 20.856, 19.864], [22.027, 21.245, 23.065], [22.931, 22.345, 21.981], [23.490, 20.660, 22.282], [18.395, 21.365, 20.122], [19.200, 19.792, 19.997], [19.542, 21.125, 18.825], [20.877, 17.362, 23.554], [19.488, 17.914, 23.031], [18.958, 17.882, 21.950], [18.753, 18.748, 24.148], [19.032, 18.645, 25.114], [18.941, 19.686, 23.816], [17.201, 18.486, 24.077], [21.354, 16.714, 22.813], [20.717, 16.809, 24.488], [21.561, 18.188, 23.811], [16.848, 19.128, 24.873], [17.086, 17.425, 24.337], [16.764, 18.794, 23.129], [28.745, 14.942, 22.803], [28.971, 13.817, 23.890], [27.623, 13.337, 24.294], [27.540, 12.401, 25.424], [26.166, 12.138, 25.870], [25.362, 11.305, 24.867], [26.087, 10.031, 24.557], [27.523, 10.212, 24.162], [28.233, 11.100, 25.190], [28.263, 12.967, 26.628], [28.089, 15.720, 23.223], [28.294, 14.547, 21.887], [29.699, 15.378, 22.505], [29.483, 14.293, 24.732], [29.589, 13.023, 23.485], [27.118, 12.882, 23.436], [27.016, 14.179, 24.630], [25.651, 13.063, 26.133], [26.321, 11.584, 26.794], [25.255, 11.929, 23.962], [24.352, 11.059, 25.206], [25.540, 9.382, 23.856], [26.135, 9.460, 25.494], [27.518, 10.684, 23.173], [28.014, 9.240, 24.047], [29.275, 11.375, 25.035], [28.177, 10.583, 26.152], [27.795, 13.923, 26.875], [29.329, 13.123, 26.466], [28.085, 12.260, 27.424], [11.994, 13.252, 25.263], [13.369, 12.685, 24.870], [14.471, 13.843, 24.910], [15.766, 13.457, 24.271], [15.575, 13.393, 22.819], [16.856, 13.177, 22.094], [17.910, 14.213, 22.387], [18.105, 14.366, 23.866], [16.731, 14.548, 24.546], [16.218, 12.106, 24.809], [11.269, 12.442, 25.112], [11.649, 14.035, 24.579], [11.908, 13.659, 26.279], [13.263, 12.190, 23.903], [13.629, 11.959, 25.669], [14.661, 14.109, 25.949], [14.193, 14.725, 24.309], [15.199, 14.360, 22.470], [14.773, 12.678, 22.645], [16.520, 13.133, 21.049], [17.315, 12.208, 22.263], [17.549, 15.217, 22.107], [18.841, 14.045, 21.844], [18.767, 15.220, 24.033], [18.587, 13.490, 24.302], [16.242, 15.369, 23.991], [16.709, 14.706, 25.636], [15.504, 11.333, 24.532], [16.206, 12.276, 25.885], [17.240, 11.914, 24.495], [17.587, 16.423, 13.143], [16.519, 16.112, 14.101], [16.755, 16.807, 15.436], [15.847, 16.441, 16.562], [15.845, 15.046, 17.007], [17.196, 14.700, 17.677], [17.449, 15.573, 18.879], [17.438, 17.024, 18.398], [16.133, 17.373, 17.743], [14.456, 16.759, 16.167], [17.583, 17.505, 13.063], [17.376, 16.021, 12.151], [18.585, 16.143, 13.471], [16.518, 15.032, 14.290], [15.561, 16.430, 13.670], [16.555, 17.875, 15.302], [17.808, 16.710, 15.735], [15.648, 14.416, 16.124], [15.015, 15.014, 17.722], [17.997, 14.696, 16.941], [17.082, 13.667, 18.024], [18.398, 15.390, 19.373], [16.661, 15.374, 19.614], [18.344, 17.280, 17.821], [17.447, 17.624, 19.310], [16.027, 18.376, 17.340], [15.320, 17.167, 18.430], [14.411, 17.771, 15.742], [13.857, 16.641, 17.068], [14.154, 16.114, 15.344], [29.101, 19.010, 9.923], [29.432, 19.470, 11.329], [28.569, 20.639, 11.679], [28.589, 21.124, 13.091], [28.053, 20.108, 14.001], [28.507, 20.238, 15.433], [30.006, 20.006, 15.595], [30.703, 20.405, 14.260], [29.950, 21.510, 13.573], [27.739, 22.314, 13.201], [29.758, 18.202, 9.620], [29.248, 19.818, 9.197], [28.049, 18.748, 9.845], [30.486, 19.739, 11.346], [29.337, 18.624, 12.031], [27.511, 20.360, 11.590], [28.716, 21.489, 11.007], [28.366, 19.137, 13.582], [26.966, 20.179, 13.933], [27.865, 19.504, 15.949], [28.169, 21.196, 15.880], [30.152, 18.952, 15.818], [30.391, 20.630, 16.415], [30.765, 19.524, 13.616], [31.684, 20.844, 14.414], [30.489, 21.802, 12.668], [29.847, 22.400, 14.183], [26.790, 22.061, 12.735], [28.228, 23.148, 12.678], [27.738, 22.618, 14.256], [26.264, 11.862, 20.091], [25.013, 11.143, 20.451], [23.823, 12.047, 20.254], [22.495, 11.514, 20.630], [22.098, 10.415, 19.714], [20.779, 9.702, 20.127], [20.846, 9.146, 21.544], [21.189, 10.336, 22.429], [22.478, 10.976, 22.007], [21.531, 12.641, 20.473], [26.218, 12.318, 19.099], [27.107, 11.176, 20.110], [26.416, 12.701, 20.793], [25.083, 10.796, 21.477], [24.902, 10.268, 19.797], [23.703, 12.391, 19.214], [23.966, 12.950, 20.871], [22.882, 9.659, 19.748], [22.067, 10.855, 18.711], [20.680, 8.919, 19.382], [19.853, 10.291, 20.083], [21.646, 8.413, 21.655], [19.923, 8.618, 21.798], [21.423, 10.028, 23.466], [20.373, 11.070, 22.550], [23.279, 10.246, 22.037], [22.727, 11.767, 22.733], [21.890, 13.407, 21.182], [20.529, 12.280, 20.684], [21.584, 12.976, 19.439], [23.847, 24.805, 13.637], [22.762, 23.976, 14.325], [23.319, 23.468, 15.649], [22.363, 22.603, 16.424], [21.188, 23.438, 16.805], [23.079, 22.198, 17.686], [23.585, 20.791, 17.445], [22.409, 20.183, 16.665], [22.007, 21.303, 15.710], [23.431, 25.310, 12.762], [24.604, 24.119, 13.257], [24.259, 25.566, 14.304], [22.426, 23.130, 13.705], [21.883, 24.598, 14.459], [23.539, 24.303, 16.326], [24.225, 22.846, 15.526], [21.544, 24.267, 17.413], [20.466, 22.831, 17.345], [20.723, 23.818, 15.900], [22.291, 22.188, 18.455], [23.810, 22.950, 17.955], [23.822, 20.309, 18.390], [24.500, 20.757, 16.848], [21.529, 20.033, 17.301], [22.715, 19.270, 16.147], [20.981, 21.274, 15.348], [22.667, 21.294, 14.833], [21.055, 15.986, 19.458], [22.389, 16.660, 19.551], [23.523, 15.643, 19.601], [24.860, 16.275, 19.396], [25.180, 17.264, 20.455], [25.053, 16.790, 18.015], [26.539, 16.709, 17.765], [26.992, 15.436, 18.472], [25.848, 15.129, 19.460], [20.209, 16.678, 19.382], [20.896, 15.391, 20.356], [21.054, 15.343, 18.579], [22.419, 17.324, 20.416], [22.541, 17.259, 18.645], [23.389, 14.863, 18.818], [23.567, 15.063, 20.537], [26.222, 17.583, 20.362], [25.056, 16.816, 21.450], [24.507, 18.138, 20.376], [24.543, 17.748, 17.877], [24.616, 16.044, 17.354], [27.081, 17.550, 18.199], [26.755, 16.730, 16.695], [27.977, 15.518, 18.917], [26.992, 14.633, 17.744], [26.131, 14.985, 20.499], [25.325, 14.233, 19.104], [21.376, 16.966, 14.329], [22.648, 16.194, 14.281], [23.290, 16.279, 12.918], [24.702, 15.683, 12.823], [24.690, 14.272, 13.373], [25.707, 16.524, 13.563], [26.397, 17.333, 12.485], [25.798, 17.024, 11.128], [25.186, 15.691, 11.406], [21.654, 18.037, 14.289], [20.847, 16.822, 15.287], [20.728, 16.771, 13.471], [22.386, 15.145, 14.450], [23.309, 16.500, 15.094], [23.398, 17.335, 12.666], [22.727, 15.798, 12.119], [24.453, 14.380, 14.436], [25.681, 13.834, 13.209], [23.958, 13.642, 12.863], [26.422, 15.899, 14.106], [25.168, 17.102, 14.309], [27.447, 17.037, 12.532], [26.344, 18.410, 12.649], [26.541, 16.905, 10.329], [25.096, 17.800, 10.824], [26.000, 14.961, 11.425], [24.409, 15.358, 10.714], [27.363, 10.839, 16.656], [28.543, 11.805, 16.785], [29.724, 11.196, 17.568], [30.934, 12.089, 17.605], [30.525, 13.440, 18.159], [31.585, 12.254, 16.265], [32.401, 11.000, 16.086], [32.789, 10.531, 17.504], [31.983, 11.371, 18.441], [27.652, 9.939, 16.092], [26.560, 11.302, 16.082], [27.029, 10.478, 17.640], [28.112, 12.685, 17.307], [28.895, 12.072, 15.780], [29.999, 10.270, 17.067], [29.483, 10.997, 18.618], [29.890, 13.915, 17.413], [31.431, 14.023, 18.370], [29.905, 13.280, 19.049], [32.173, 13.173, 16.316], [30.843, 12.444, 15.482], [33.316, 11.188, 15.527], [31.806, 10.256, 15.558], [33.857, 10.609, 17.728], [32.535, 9.483, 17.615], [32.638, 12.170, 18.811], [31.463, 10.873, 19.264], [23.710, 15.712, 24.947], [23.785, 14.872, 23.675], [24.945, 14.681, 23.346], [22.661, 14.641, 23.256], [24.507, 15.387, 25.414], [29.018, 16.509, 15.846], [30.378, 15.941, 14.614], [30.091, 16.561, 13.659], [30.972, 15.179, 15.260], [28.590, 17.123, 15.220], [23.324, 11.452, 16.259], [23.422, 12.788, 16.597], [24.543, 13.434, 16.854], [22.388, 13.254, 16.636], [24.292, 11.228, 16.469]]}


Record 2
{"formula": "C8H10", "method": "ωB97M-V/def2-TZVPD", "energy_ha": -310.7449, "orbital_gap_ev": 10.4, "max_force_ev_per_a": 6.05, "e_homo_ev": -9.344, "relative_energy_kj_mol": 238.40, "smiles": "c1ccccc1.C=C", "elements": ["C", "C", "C", "C", "C", "C", "H", "H", "H", "H", "H", "H", "C", "C", "H", "H", "H", "H"], "xyz": [[-1.162, -1.185, 2.095], [-1.233, -2.175, 1.191], [-0.438, -2.302, 0.071], [0.414, -1.248, -0.218], [0.445, -0.175, 0.663], [-0.274, -0.153, 1.793], [-1.712, -1.326, 3.041], [-2.040, -2.880, 1.345], [-0.503, -3.062, -0.685], [1.154, -1.186, -0.966], [1.097, 0.676, 0.421], [0.167, 0.478, 2.628], [0.688, 2.691, -2.497], [0.550, 2.158, -1.220], [1.699, 2.700, -2.933], [-0.026, 2.955, -3.318], [1.517, 2.017, -0.659], [-0.343, 2.016, -0.751]]}


Record 3
{"formula": "C8H10", "method": "ωB97M-V/def2-TZVPD", "energy_ha": -310.6922, "orbital_gap_ev": 9.2, "max_force_ev_per_a": 4.39, "e_homo_ev": -8.139, "relative_energy_kj_mol": 376.59, "smiles": "C=C1C=CCC12CC2", "elements": ["C", "C", "C", "C", "C", "C", "C", "C", "H", "H", "H", "H", "H", "H", "H", "H", "H", "H"], "xyz": [[-0.012, 2.130, 0.052], [0.510, 0.906, -0.101], [1.934, 0.623, -0.083], [2.086, -0.754, -0.180], [0.672, -1.509, -0.008], [-0.290, -0.362, -0.092], [-1.674, -0.401, 0.666], [-1.601, -0.154, -0.872], [0.524, 2.994, 0.258], [-1.146, 2.085, 0.060], [2.803, 1.253, -0.049], [3.074, -1.178, 0.154], [0.685, -1.794, 1.153], [0.458, -2.568, -0.676], [-2.131, -1.361, 0.978], [-1.969, 0.317, 1.390], [-2.223, -1.046, -1.345], [-1.701, 0.817, -1.307]]}


Record 4
{"formula": "C8H10AuO5", "method": "ωB97M-V/def2-TZVPD", "total_charge": 3, "energy_ha": -821.2368, "multiplicity": 3, "orbital_gap_ev": [8.0, 4.2], "max_force_ev_per_a": 6.96, "e_homo_ev": [-22.010, -22.002], "relative_energy_kj_mol": 179.26, "elements": ["Au", "O", "C", "C", "O", "C", "O", "C", "O", "H", "H", "C", "C", "C", "O", "C", "H", "H", "H", "H", "H", "H", "H", "H"], "xyz": [[-1.160, -0.091, -1.595], [0.258, 2.726, -1.864], [-0.404, 1.783, -1.770], [-0.571, -1.957, -2.178], [-0.068, -2.957, -2.461], [3.293, -0.114, -1.225], [4.352, -0.089, -1.663], [-3.167, -0.068, -1.568], [-4.291, -0.013, -1.313], [-0.065, 0.387, -6.144], [-0.124, -0.358, -6.108], [-0.122, 0.740, 2.947], [0.051, -0.799, 2.841], [0.559, -1.024, 1.423], [0.226, 0.145, 0.630], [0.004, 1.270, 1.520], [-1.101, 1.023, 3.376], [0.689, 1.139, 3.581], [-0.905, -1.314, 3.009], [0.759, -1.190, 3.588], [1.661, -1.100, 1.418], [0.092, -1.890, 0.934], [-0.880, 1.855, 1.172], [0.914, 1.894, 1.450]]}